Entry 1:
Density functional theory data (ωB97M-V/def2-TZVPD) for an isolated molecule of C10H17BO5 in a non-equilibrium geometry.

Summary:
Orbital gap   0.3796 Eh
Highest occupied orbital energy   -10.25 eV
E_LUMO   0.1 eV
E   -792.32267 a.u.
Energy above the lowest of the compared OMol25 structures with the same formula, charge and spin   40.5 kcal per mole
SMILES   CCB(O)[C@@H]1COC(=O)[C@H]1CCOC(C)=O

The geometry in ORCA input format:
```
! wB97M-V def2-TZVPD RIJCOSX def2/J DEFGRID3
* xyz 0 1
C 2.304 -1.149 2.273
C 0.995 -1.511 1.490
B 1.149 -1.346 -0.065
O 1.554 -2.459 -0.808
C 0.866 -0.030 -0.885
C 2.037 0.280 -1.831
O 2.224 1.710 -1.874
C 1.248 2.297 -1.139
O 0.976 3.408 -1.323
C 0.589 1.307 -0.154
C -0.840 1.833 -0.076
C -1.765 1.126 0.937
O -3.128 1.133 0.473
C -3.587 0.045 -0.174
C -2.676 -0.968 -0.825
O -4.729 -0.090 -0.271
H 2.205 -0.130 2.628
H 2.341 -1.763 3.160
H 3.181 -1.294 1.657
H 0.228 -0.826 1.854
H 0.652 -2.500 1.772
H 0.788 -3.017 -0.993
H 0.020 -0.168 -1.559
H 1.872 -0.042 -2.848
H 3.003 -0.094 -1.504
H 1.155 1.359 0.770
H -0.755 2.861 0.248
H -1.305 1.890 -1.051
H -1.420 0.150 1.250
H -1.776 1.739 1.828
H -1.886 -1.323 -0.174
H -3.287 -1.827 -1.042
H -2.231 -0.605 -1.743
*
```

=====

Entry 2:
Density functional theory data (ωB97M-V/def2-TZVPD) for an isolated molecule of C3H7N3O in a non-equilibrium geometry.

Summary:
Orbital gap   0.3582 Eh
Highest occupied orbital energy   -8.79 eV
E_LUMO   1.0 eV
E   -357.93836 a.u.
Energy above the lowest of the compared OMol25 structures with the same formula, charge and spin   70.0 kcal per mole
SMILES   NC(=O)[C@@H]1CNN1

The geometry in ORCA input format:
```
! wB97M-V def2-TZVPD RIJCOSX def2/J DEFGRID3
* xyz 0 1
N 1.496 -1.247 0.278
C 1.401 0.011 -0.191
O 2.345 0.744 0.015
C -0.008 0.445 -0.707
C -0.786 1.229 0.324
N -1.774 0.102 0.290
N -0.955 -0.762 -0.615
H 0.696 -1.891 0.262
H 2.284 -1.459 0.810
H -0.040 0.915 -1.668
H -0.168 1.191 1.291
H -1.346 2.201 0.275
H -1.732 -0.313 1.153
H -1.413 -1.166 -1.517
*
```

=====

Entry 3:
Density functional theory data (ωB97M-V/def2-TZVPD) for a cluster of 2 separate species, CH5NOS in total in a non-equilibrium geometry.

Summary:
Orbital gap   0.3546 Eh
Highest occupied orbital energy   -9.11 eV
E_LUMO   0.5 eV
E   -569.20799 a.u.
Energy above the lowest of the compared OMol25 structures with the same formula, charge and spin   50.3 kcal per mole
SMILES   C=O.NS

The geometry in ORCA input format:
```
! wB97M-V def2-TZVPD RIJCOSX def2/J DEFGRID3
* xyz 0 1
C 1.581 0.560 1.329
O 2.203 -0.223 0.675
H 1.819 1.601 1.615
H 0.607 0.349 1.673
N -1.220 -0.197 -1.586
S -1.446 -0.946 -0.161
H -0.905 0.760 -1.289
H -2.094 0.060 -1.939
H -0.545 -1.963 -0.318
*
```